(1)
A structure of composition C30H39MnN9O2S2Sb2, computed with the ωB97M-V functional and the def2-TZVPD basis.

Its spin multiplicity is 6. The expectation value of S² is 8.755. The energy relative to the best compared isomer or geometry (same formula, charge and spin) is 79.4 kJ/mol. As for the net charge: 0.

Geometry as XYZ:
```
85
Properties=species:S:1:pos:R:3:forces:R:3
Mn -0.342 0.269 -0.861 -0.163 -0.039 -0.518
C -3.542 3.847 1.213 0.080 -0.172 -0.074
Sb -2.179 2.219 0.956 0.269 0.086 0.181
C -0.462 3.473 1.242 -0.017 -0.070 -0.074
C -2.117 1.577 3.042 0.071 0.030 -0.094
C -3.284 0.728 3.408 0.045 -0.054 0.007
C -4.487 1.353 3.724 -0.060 0.034 0.010
C -5.627 0.634 4.022 -0.043 -0.059 0.018
C -5.577 -0.751 4.020 -0.015 0.050 -0.005
C -4.386 -1.385 3.724 -0.068 0.004 0.001
C -3.230 -0.673 3.413 -0.039 0.038 -0.005
C -1.991 -1.442 3.098 0.150 -0.109 -0.063
Sb -1.620 -1.718 0.967 -0.011 -0.047 0.112
C -0.467 -3.501 1.227 -0.075 0.038 0.015
C -3.502 -2.634 0.594 0.078 0.046 -0.040
H -3.270 4.379 2.118 0.031 0.096 0.134
H -4.566 3.507 1.275 -0.214 -0.091 0.016
H -3.435 4.501 0.355 0.021 0.101 -0.136
H -0.655 4.164 2.058 -0.027 0.091 0.080
H -0.271 4.014 0.319 0.016 0.025 -0.037
H 0.403 2.865 1.494 0.075 -0.030 0.011
H -2.090 2.489 3.637 0.000 0.048 0.047
H -1.167 1.059 3.173 0.041 0.024 -0.008
H -4.521 2.434 3.734 -0.006 0.115 -0.002
H -6.544 1.149 4.261 -0.118 0.057 0.029
H -6.455 -1.332 4.253 -0.117 -0.070 0.036
H -4.342 -2.465 3.738 0.002 -0.114 0.001
H -2.090 -2.457 3.483 0.046 -0.032 0.033
H -1.102 -1.004 3.550 0.071 0.043 0.006
H -1.007 -4.187 1.877 -0.001 -0.056 0.026
H 0.500 -3.273 1.672 0.067 0.023 0.031
H -0.321 -3.959 0.252 0.011 -0.032 -0.085
H -3.624 -3.451 1.301 -0.047 -0.092 0.056
H -3.514 -3.010 -0.424 0.017 -0.009 -0.035
H -4.301 -1.914 0.738 -0.065 0.075 0.013
O 1.249 0.243 0.601 -0.302 0.024 -0.083
S 2.232 0.254 1.735 0.106 0.059 -0.053
C 3.648 -0.779 1.178 -0.075 -0.065 0.082
C 3.570 -1.160 -0.290 -0.063 0.029 -0.065
C 4.056 -0.036 -1.197 -0.272 0.138 -0.058
C 4.007 -0.378 -2.677 -0.058 0.028 -0.020
S 2.297 -0.211 -3.371 0.131 -0.017 0.043
O 1.457 0.221 -2.208 -0.053 0.094 0.257
C 1.968 -1.929 -3.676 0.028 0.030 -0.112
C 1.357 -2.736 -2.736 -0.039 0.113 0.311
C 1.097 -4.058 -3.057 0.050 -0.006 0.008
C 1.473 -4.560 -4.293 0.040 0.075 -0.036
C 2.091 -3.738 -5.227 -0.037 -0.017 0.044
C 2.326 -2.407 -4.928 -0.081 -0.133 0.065
C 3.014 1.849 1.692 0.059 0.110 0.039
C 3.002 2.634 0.548 -0.186 0.093 0.062
C 3.629 3.869 0.580 -0.019 -0.070 0.017
C 4.260 4.301 1.739 -0.001 -0.027 0.009
C 4.249 3.514 2.881 -0.011 -0.008 -0.009
C 3.612 2.282 2.866 0.041 0.110 -0.171
H 3.621 -1.652 1.826 -0.028 -0.106 0.015
H 4.548 -0.209 1.400 0.048 0.001 0.090
H 2.537 -1.417 -0.543 0.150 0.021 0.024
H 4.168 -2.063 -0.439 0.023 0.036 -0.007
H 5.082 0.241 -0.936 -0.004 -0.039 -0.013
H 3.431 0.850 -1.026 0.309 -0.371 -0.117
H 4.338 -1.392 -2.885 0.064 -0.059 -0.009
H 4.620 0.313 -3.251 0.022 0.056 -0.058
H 1.031 -2.326 -1.781 0.119 -0.142 -0.298
H 0.571 -4.682 -2.351 -0.035 -0.037 0.036
H 1.257 -5.587 -4.542 -0.020 -0.097 -0.024
H 2.357 -4.124 -6.199 0.025 -0.046 -0.088
H 2.758 -1.746 -5.664 0.066 0.100 -0.102
H 2.470 2.305 -0.337 -0.053 0.078 0.103
H 3.613 4.499 -0.297 -0.003 0.033 -0.048
H 4.746 5.264 1.757 0.033 0.084 0.007
H 4.718 3.864 3.788 0.034 0.027 0.053
H 3.570 1.673 3.756 -0.001 -0.094 0.140
N -1.462 0.284 -4.163 0.061 -0.001 -0.076
C -1.477 1.501 -3.499 0.097 -0.094 0.076
N -1.848 2.632 -4.075 0.068 -0.294 0.079
N -1.703 3.546 -3.108 -0.152 0.657 -0.115
N -1.278 3.014 -2.023 0.054 0.026 0.206
N -1.106 1.690 -2.229 -0.015 -0.209 -0.101
C -1.558 -0.926 -3.507 0.114 0.059 0.134
N -1.955 -2.055 -4.078 0.083 0.300 0.044
N -1.889 -2.956 -3.091 -0.147 -0.477 0.008
N -1.480 -2.418 -2.001 -0.023 -0.028 0.179
N -1.240 -1.107 -2.222 -0.142 0.100 -0.232
H -1.851 0.302 -5.093 -0.006 0.007 0.077
```
Forces are in eV/Å.

(2)
A cluster of 9 separate species, C52H126BF4N6O10 in total at a distorted geometry, computed with the ωB97M-V functional and the def2-TZVPD basis.

Its spin multiplicity is 2. The expectation value of S² is 0.755. As for the net charge: +4. The value obtained for the total energy is -3560.66476 Ha.

Geometry as XYZ:
```
199
Properties=species:S:1:pos:R:3:forces:R:3
C 32.998 17.118 -29.206 -0.383 0.598 -0.226
C 31.675 17.885 -28.799 -0.074 -1.104 -0.466
N 30.789 17.142 -27.853 0.407 -1.042 1.588
C 31.614 16.914 -26.558 -1.321 -1.554 0.159
C 29.544 17.980 -27.469 0.370 0.426 -0.603
C 28.714 18.509 -28.687 0.484 -0.794 0.782
C 30.365 15.778 -28.493 -0.355 0.411 0.976
C 29.264 14.967 -27.751 -1.166 0.630 0.552
O 29.438 14.921 -26.360 3.345 1.951 -0.588
C 28.459 14.347 -25.616 -1.031 -1.932 0.398
H 33.821 17.813 -29.374 -0.242 0.279 -0.130
H 32.805 16.601 -30.146 0.023 0.146 -0.084
H 33.456 16.344 -28.589 -0.597 0.143 0.695
H 31.055 17.916 -29.695 0.281 0.582 -0.147
H 31.701 18.865 -28.323 0.890 0.156 -0.472
H 30.866 16.709 -25.792 0.108 0.663 0.247
H 32.378 17.642 -26.286 -0.609 0.447 -0.580
H 32.092 15.934 -26.552 0.188 0.054 -0.767
H 29.922 18.891 -27.006 0.376 -0.110 0.235
H 29.095 17.385 -26.673 -0.578 0.021 -0.469
H 27.819 19.049 -28.377 0.091 -0.081 0.488
H 28.356 17.717 -29.346 0.283 0.082 -0.187
H 29.359 19.239 -29.175 -0.163 -0.180 -0.386
H 31.283 15.195 -28.568 -0.111 0.117 -0.157
H 29.999 16.108 -29.465 0.021 -0.541 -0.173
H 29.118 13.963 -28.150 0.672 -0.187 -0.392
H 28.261 15.388 -27.833 -0.132 0.624 -0.889
H 27.488 14.836 -25.698 -0.129 0.241 0.052
H 28.801 14.275 -24.584 -0.153 0.245 -0.044
H 28.368 13.326 -25.987 -0.566 -0.370 0.274
C 28.373 24.600 -21.577 0.780 -0.608 0.900
C 29.059 23.400 -20.816 0.141 0.610 -1.607
N 28.945 21.995 -21.494 2.775 -0.232 0.232
C 27.677 21.343 -21.062 -0.153 0.788 -0.276
C 29.034 22.049 -23.051 0.196 1.359 0.126
C 30.257 22.826 -23.713 -0.381 -0.302 1.181
C 30.163 21.084 -21.001 -0.965 -0.636 0.465
C 30.495 21.157 -19.525 -0.233 1.468 1.207
O 29.417 20.819 -18.652 0.287 0.626 -1.526
C 29.622 21.037 -17.255 0.282 -1.670 0.262
H 27.310 24.474 -21.780 0.120 0.130 0.131
H 28.919 24.959 -22.450 -0.153 -0.730 -0.348
H 28.572 25.449 -20.923 -0.664 -0.008 0.418
H 28.738 23.314 -19.778 -0.310 -0.231 -0.264
H 30.119 23.650 -20.779 0.048 -0.237 -0.097
H 27.597 21.493 -19.985 0.032 -0.557 -0.144
H 27.687 20.300 -21.380 -0.175 0.149 0.202
H 26.882 21.915 -21.540 -0.186 -0.289 -0.050
H 28.127 22.598 -23.304 -0.011 -0.109 -0.187
H 28.910 21.023 -23.400 0.218 0.036 0.086
H 30.115 23.124 -24.752 -0.514 -0.582 -0.089
H 31.211 22.301 -23.671 -0.135 -0.294 0.063
H 30.430 23.792 -23.237 -0.104 -0.152 0.298
H 31.074 21.264 -21.572 -0.269 0.612 -0.080
H 29.918 20.037 -21.176 -0.615 0.103 -0.514
H 30.828 22.178 -19.343 -0.060 0.372 0.366
H 31.397 20.594 -19.282 0.015 -0.623 -0.329
H 29.651 22.056 -16.870 -0.239 0.155 -0.514
H 30.523 20.508 -16.944 0.405 0.231 -0.009
H 28.840 20.419 -16.816 -0.231 0.613 0.268
C 34.385 25.107 -28.478 0.773 1.461 1.173
C 33.884 25.729 -27.142 -1.479 -1.119 -0.151
N 34.123 24.938 -25.890 1.211 -2.651 2.560
C 33.394 23.548 -25.950 -0.364 1.627 -0.603
C 35.674 24.665 -25.725 -1.181 -0.037 0.172
C 36.216 23.921 -24.438 -0.423 0.526 -0.450
C 33.640 25.632 -24.563 0.474 0.024 -1.449
C 32.350 26.400 -24.734 1.366 1.094 2.036
O 31.318 25.578 -24.984 -2.893 -1.316 -2.344
C 30.040 26.227 -24.989 -0.500 -0.101 0.756
H 34.296 24.033 -28.645 -0.108 0.206 0.484
H 35.419 25.451 -28.490 0.299 -0.702 -0.638
H 33.879 25.640 -29.284 -0.151 -0.032 0.143
H 32.795 25.753 -27.147 -0.118 0.410 -0.238
H 34.266 26.737 -26.978 0.138 -0.111 -0.093
H 32.375 23.887 -26.138 -0.110 -0.734 -0.026
H 33.435 22.966 -25.029 0.318 0.710 0.267
H 33.746 22.886 -26.741 0.187 0.538 -0.202
H 35.988 25.707 -25.787 0.925 -0.324 0.077
H 35.872 24.133 -26.656 0.821 -0.037 0.124
H 35.668 23.077 -24.020 -0.730 -0.029 -0.515
H 36.351 24.578 -23.580 0.078 0.279 -0.227
H 37.180 23.461 -24.658 0.137 0.451 -0.407
H 34.393 26.367 -24.280 0.203 -0.101 -0.130
H 33.646 24.837 -23.816 -0.295 0.141 -0.075
H 32.538 27.256 -25.381 -0.413 -0.076 -0.603
H 32.052 26.828 -23.776 0.938 0.688 0.575
H 29.790 27.023 -25.691 0.985 -0.074 -0.719
H 29.879 26.727 -24.034 0.069 -0.124 0.433
H 29.254 25.482 -25.119 0.277 -0.249 0.067
C 33.309 19.930 -25.063 0.804 -0.111 0.522
C 34.637 20.096 -24.269 -0.522 -1.575 -0.153
N 35.431 18.756 -23.934 0.908 1.765 0.328
C 36.079 18.273 -25.228 -1.210 -0.966 0.458
C 36.586 19.155 -22.989 0.825 1.082 0.173
C 37.676 20.167 -23.488 -0.301 -0.436 -0.566
C 34.572 17.646 -23.278 0.400 0.194 0.022
C 34.005 17.861 -21.822 1.157 0.535 -0.905
O 35.089 18.016 -20.956 -0.046 0.033 0.781
C 34.719 18.351 -19.605 0.573 -0.235 -0.085
H 33.486 19.438 -26.020 -0.101 0.292 -0.071
H 32.915 20.932 -25.231 0.178 -0.035 -0.363
H 32.503 19.422 -24.533 0.234 -0.285 0.246
H 34.424 20.571 -23.311 0.329 0.015 -0.008
H 35.335 20.666 -24.882 0.018 0.122 0.288
H 36.674 17.372 -25.081 -0.073 0.024 0.528
H 36.748 18.998 -25.692 -0.677 0.234 0.107
H 35.207 17.966 -25.805 0.407 0.248 -0.698
H 37.088 18.236 -22.685 -0.335 -0.051 -0.040
H 36.137 19.633 -22.119 -0.068 -0.502 -0.075
H 38.009 20.039 -24.518 -0.278 -0.022 -0.134
H 38.613 20.014 -22.953 -0.277 -0.202 0.455
H 37.412 21.215 -23.347 -0.244 -0.123 -0.015
H 35.232 16.779 -23.250 0.041 0.014 0.056
H 33.807 17.440 -24.027 -0.256 -0.019 0.298
H 33.448 16.980 -21.504 -0.459 -0.064 -0.479
H 33.413 18.774 -21.762 -0.604 0.041 -0.185
H 35.668 18.497 -19.090 -0.190 0.073 0.037
H 34.165 17.574 -19.079 0.009 -0.361 -0.293
H 34.117 19.257 -19.536 0.029 0.289 -0.315
C 32.217 23.258 -33.605 0.417 0.025 -1.689
C 33.753 23.398 -33.726 -0.317 -1.631 2.067
N 34.513 22.914 -32.388 -0.517 0.554 -1.492
C 34.565 24.085 -31.434 0.684 -0.579 -0.107
C 33.755 21.681 -31.723 1.679 0.106 -0.826
C 33.862 20.294 -32.579 -0.134 1.907 -0.108
C 35.985 22.513 -32.782 -0.439 0.648 -0.011
C 36.955 23.680 -33.145 -0.264 0.159 0.556
O 36.470 24.469 -34.207 -1.408 0.214 0.507
C 37.215 25.672 -34.507 -0.132 -1.556 -0.510
H 31.916 23.519 -34.620 -0.213 0.220 -0.211
H 31.601 23.914 -32.990 0.618 0.006 0.479
H 31.884 22.222 -33.560 0.152 0.025 0.502
H 34.101 24.389 -34.017 0.122 -0.261 0.313
H 34.138 22.638 -34.406 -0.347 0.411 -0.434
H 35.267 23.845 -30.635 -0.074 -0.244 0.094
H 33.594 24.345 -31.012 -0.066 -0.337 -0.349
H 35.015 24.933 -31.951 -0.306 -0.060 -0.187
H 32.787 22.085 -31.428 -0.383 -0.461 -0.777
H 34.218 21.639 -30.737 0.551 -0.574 -0.122
H 33.342 19.454 -32.119 0.098 0.277 0.253
H 34.855 19.980 -32.901 0.468 0.162 1.181
H 33.492 20.404 -33.598 -0.934 0.374 0.099
H 35.969 21.872 -33.664 -0.539 -0.134 0.156
H 36.268 21.948 -31.894 0.892 0.187 -0.102
H 37.914 23.263 -33.449 0.089 -0.487 0.291
H 37.141 24.295 -32.264 0.119 0.043 0.187
H 36.589 26.228 -35.205 0.172 0.050 0.126
H 38.076 25.254 -35.029 0.511 0.892 0.034
H 37.466 26.270 -33.631 0.040 -0.144 0.070
C 26.569 20.996 -30.952 1.349 -0.305 0.600
C 27.792 21.936 -30.662 -2.422 -0.240 -1.127
N 27.420 23.437 -30.345 2.375 -0.329 -0.668
C 26.600 24.060 -31.541 -0.861 0.187 0.750
C 26.683 23.594 -28.982 -0.611 -1.647 -0.063
C 26.928 22.506 -27.846 0.753 0.754 -1.434
C 28.896 24.065 -30.285 -0.772 1.215 0.670
C 28.924 25.534 -29.781 -1.863 -0.405 -0.895
O 27.774 26.274 -30.301 1.207 -0.516 0.935
C 27.798 27.647 -29.916 0.479 0.685 0.190
H 27.018 20.068 -31.306 0.331 -0.059 -0.318
H 25.923 21.296 -31.777 -0.207 0.224 0.536
H 26.106 20.613 -30.043 -0.707 0.680 -0.115
H 28.295 21.937 -31.629 0.455 0.555 0.277
H 28.422 21.486 -29.895 0.044 0.637 0.071
H 26.025 24.937 -31.243 0.756 0.157 0.668
H 25.762 23.445 -31.868 0.589 -0.894 0.215
H 27.171 24.375 -32.415 0.600 -0.436 0.461
H 25.641 23.437 -29.262 -0.045 0.460 -0.044
H 26.831 24.599 -28.587 0.010 -0.099 -0.414
H 26.161 22.645 -27.084 0.206 0.272 0.018
H 27.943 22.601 -27.461 -0.072 0.068 0.365
H 26.834 21.477 -28.193 -0.160 0.160 -0.216
H 29.478 23.945 -31.199 -0.885 -0.239 -0.411
H 29.490 23.571 -29.515 -0.407 -0.687 -0.091
H 29.864 25.996 -30.080 0.052 0.060 0.047
H 28.888 25.397 -28.700 -0.119 0.870 0.306
H 26.960 28.219 -30.315 -0.009 -0.545 -0.446
H 28.729 28.114 -30.237 0.045 0.053 -0.318
H 27.754 27.843 -28.845 -0.057 -0.631 0.382
B 31.559 21.907 -28.462 1.891 0.204 -0.405
F 32.030 23.048 -29.135 -0.397 0.841 0.095
F 30.873 22.159 -27.316 -1.491 0.857 1.118
F 30.887 21.139 -29.348 -2.033 -1.046 -1.454
F 32.663 21.171 -28.094 1.749 -0.960 0.710
C 36.255 21.449 -28.226 -0.363 -0.234 -0.477
C 37.274 22.406 -28.871 1.255 1.928 -0.453
O 37.570 23.504 -28.273 -1.264 -1.651 0.188
O 37.692 22.099 -30.009 -0.683 -0.388 0.180
H 35.961 20.669 -28.928 0.160 -0.035 -0.218
H 35.347 22.028 -28.057 -0.137 -0.011 0.533
H 36.590 20.910 -27.340 0.147 0.438 0.353
C 30.196 19.453 -32.433 -0.067 0.002 -0.664
C 30.400 17.913 -32.469 -5.353 3.005 3.749
O 29.594 17.169 -31.866 1.363 -0.056 -0.613
O 31.332 17.525 -33.126 3.311 -1.931 -2.227
H 29.691 19.904 -31.578 0.582 -0.866 0.854
H 29.424 19.690 -33.165 0.406 -0.214 -0.810
H 31.127 19.982 -32.637 -0.203 0.096 -0.143
```
Forces are in eV/Å.

(3)
An isolated molecule of C11H14NP at a distorted geometry, computed with the ωB97M-V functional and the def2-TZVPD basis.

The energy relative to the best compared isomer or geometry (same formula, charge and spin) is 331.6 kJ/mol. As for the net charge: 0.

Geometry as XYZ:
```
27
Properties=species:S:1:pos:R:3:forces:R:3
C 2.941 -1.402 0.438 0.698 -0.807 0.351
C 1.973 -2.352 0.417 -0.218 -0.698 -1.032
C 2.690 -0.161 -0.012 -3.423 0.186 0.233
C 0.709 -2.101 -0.067 -1.027 -2.591 2.591
C -0.366 1.720 -0.435 -2.224 -0.705 -1.084
C 1.315 0.171 -0.304 2.480 -0.530 0.432
C 0.945 1.573 -0.377 -1.618 -1.258 -0.117
C 0.289 -0.833 -0.328 0.702 2.612 -1.514
C 2.006 2.602 -0.506 -1.740 2.020 -0.472
C -3.657 0.196 -0.925 2.277 -2.930 -2.808
C -2.274 -0.747 1.474 -1.563 -1.580 0.258
N -0.939 -0.404 -0.741 1.590 3.914 -0.143
P -2.406 -1.086 -0.329 -0.502 0.379 0.819
H 3.811 -1.661 0.981 1.235 0.012 -0.035
H 2.288 -3.342 0.660 -0.329 -0.644 0.513
H 3.422 0.545 0.190 1.063 1.411 -0.106
H -0.007 -2.868 0.297 0.061 0.347 -1.308
H -1.101 2.536 -0.764 1.154 -1.638 0.616
H 1.971 3.467 0.188 0.093 -0.939 0.154
H 2.914 2.083 -0.518 1.429 0.152 -0.139
H 1.776 3.102 -1.458 0.633 -0.255 -0.074
H -4.527 -0.360 -1.223 -0.700 -0.009 0.334
H -3.210 0.481 -1.912 -0.294 0.230 0.828
H -3.810 0.991 -0.305 -0.468 2.115 1.656
H -3.064 -1.363 1.972 0.627 0.516 0.015
H -2.382 0.269 1.761 -0.278 1.127 -0.009
H -1.305 -1.055 1.829 0.341 -0.437 0.039
```
Forces are in eV/Å.

(4)
A structure of composition ClFHOPS at a distorted geometry, computed with the ωB97M-V functional and the def2-TZVPD basis.

The energy relative to the best compared isomer or geometry (same formula, charge and spin) is 372.7 kJ/mol. As for the net charge: 0.

Geometry as XYZ:
```
6
Properties=species:S:1:pos:R:3:forces:R:3
O -2.207 -0.067 -0.337 -0.435 -0.406 -2.211
F 2.111 -0.362 1.442 -0.228 0.019 -0.385
P 1.822 -0.229 -0.120 -2.313 -0.165 0.308
S -0.799 -0.489 0.460 0.811 -0.832 -0.014
Cl 1.677 1.759 -0.316 0.346 0.478 -0.079
H -2.604 -0.613 -1.129 1.819 0.906 2.381
```
Forces are in eV/Å.